Entry 1:
15 unconnected molecules or ions with the total composition C56H106O29S8, computed with ωB97M-V with the def2-TZVPD basis set.

The charge is 0. For the energy, the calculation gives -7564.83634 a.u.

Geometry (Å):
S1 -3.44 4.47 4.70
S2 -5.54 1.86 -3.10
S3 -0.02 -0.41 -1.29
S4 1.41 0.83 4.58
S5 -0.17 0.98 -8.22
S6 1.78 -5.49 -2.45
S7 -3.72 -2.51 4.50
S8 2.91 -4.03 4.33
O1 -0.59 1.20 -9.58
O2 -1.10 4.44 -1.55
O3 2.04 -1.26 -5.66
O4 -4.82 -3.01 5.30
O5 4.77 1.65 0.20
O6 3.86 -2.95 4.18
O7 0.52 1.86 5.10
O8 1.23 0.80 -7.94
O9 2.57 2.19 0.32
O10 -3.70 -2.72 3.07
O11 -0.43 0.38 -2.43
O12 -2.92 -4.64 -4.42
O13 1.64 -4.87 -1.16
O14 -6.60 0.90 -2.89
O15 0.96 0.09 3.42
O16 -5.32 2.52 -4.37
O17 -6.38 -1.27 1.23
O18 -4.86 4.43 4.93
O19 -4.69 -1.37 -0.18
O20 1.87 6.62 4.07
O21 3.46 5.49 5.15
O22 1.23 -1.15 -1.31
O23 5.65 -2.48 1.27
O24 -5.17 0.57 0.80
O25 4.11 3.68 0.83
O26 2.34 4.55 3.44
O27 -2.54 4.95 5.73
O28 0.82 -6.44 -2.95
O29 2.59 -4.54 5.64
C1 1.37 -3.52 3.53
C2 5.55 3.79 0.87
C3 3.45 -6.13 -2.79
C4 5.95 2.31 0.67
C5 -0.06 0.55 0.28
C6 3.72 2.48 0.39
C7 3.25 -5.44 3.23
C8 -3.10 5.32 3.15
C9 -1.49 -2.77 -4.27
C10 -1.40 -1.41 0.76
C11 0.91 6.32 3.07
C12 -1.32 0.08 1.01
C13 -5.41 -0.58 0.66
C14 -2.94 2.84 4.07
C15 3.99 0.55 4.90
C16 -3.46 4.31 2.07
C17 -1.05 2.11 -7.06
C18 -0.08 4.22 -2.17
C19 2.12 -5.48 2.21
C20 -3.16 2.87 2.54
C21 -0.04 3.79 -3.60
C22 3.40 0.03 6.22
C23 3.01 1.58 4.35
C24 3.28 -4.06 -4.14
C25 -2.31 -0.01 -6.92
C26 -1.82 1.19 -6.09
C27 -4.34 -3.74 -0.45
C28 3.91 -0.89 1.68
C29 0.33 3.87 2.41
C30 -4.16 3.21 -1.24
C31 1.85 -4.12 -3.62
C32 3.91 -0.61 -4.37
C33 1.96 -0.35 5.85
C34 3.83 -5.49 -4.14
C35 -2.14 -2.93 5.26
C36 -1.04 -0.49 -7.61
C37 -6.28 -2.66 0.88
C38 5.97 4.36 2.19
C39 -5.34 -2.64 -0.34
C40 -3.20 2.39 -2.09
C41 1.87 0.91 -4.70
C42 2.54 -0.41 -4.96
C43 4.57 -2.05 0.97
C44 -2.03 -0.50 4.84
C45 -1.47 -1.62 5.70
C46 3.72 -2.64 -0.11
C47 -2.19 -3.88 -5.02
C48 0.90 -4.79 2.79
C49 -1.36 -1.51 -0.75
C50 -3.54 -0.70 4.81
C51 2.64 5.53 4.29
C52 -5.59 3.09 -1.78
C53 -3.96 1.16 -2.60
C54 1.25 4.47 -1.49
C55 -2.02 -4.01 -6.49
C56 1.36 4.98 2.46
H1 4.57 -1.20 -5.01
H2 -1.78 -1.75 -4.52
H3 1.73 5.39 -1.83
H4 -1.22 -2.49 -1.20
H5 4.37 0.34 -4.06
H6 1.25 -4.38 -4.50
H7 2.27 1.63 -5.42
H8 -0.46 4.11 1.70
H9 2.68 -2.57 0.20
H10 4.10 -5.72 -2.01
H11 -3.51 2.15 4.69
H12 -3.80 -3.97 0.48
H13 -7.21 -3.19 0.76
H14 4.70 -0.29 2.13
H15 -1.38 0.43 2.04
H16 4.23 -5.31 2.77
H17 4.97 1.01 5.03
H18 2.40 -5.02 1.26
H19 -3.82 4.24 -1.14
H20 -4.18 0.57 -1.70
H21 2.14 1.21 -3.68
H22 -2.82 -4.65 -6.87
H23 -1.76 2.73 -7.60
H24 3.98 -0.82 6.57
H25 5.40 3.95 3.03
H26 3.11 2.46 5.00
H27 3.20 1.96 3.34
H28 -2.26 -1.91 1.20
H29 -3.54 -3.46 -1.15
H30 -1.66 -2.96 -3.21
H31 -0.57 -1.99 1.18
H32 6.68 2.30 -0.14
H33 -2.18 0.60 0.55
H34 5.76 5.42 2.31
H35 -3.07 0.34 -7.62
H36 -1.12 -1.16 -8.46
H37 3.29 -3.72 -5.18
H38 -4.53 4.41 1.89
H39 -0.10 6.24 3.46
H40 -2.31 -3.66 6.05
H41 -3.50 0.60 -3.40
H42 3.40 -7.21 -2.67
H43 -2.03 5.49 3.11
H44 3.42 -6.11 -4.94
H45 -2.12 -3.10 -7.09
H46 -1.68 -1.41 6.75
H47 -2.80 2.95 -2.94
H48 5.83 4.34 -0.02
H49 -1.12 -4.55 -6.79
H50 -1.71 0.47 5.22
H51 3.94 -3.42 -3.54
H52 0.28 4.58 -4.29
H53 0.64 2.95 -3.70
H54 -0.04 1.62 0.10
H55 -2.75 -0.76 -6.27
H56 7.03 4.18 2.37
H57 4.91 -5.55 -4.24
H58 -2.26 2.49 2.06
H59 -6.17 2.62 -0.98
H60 3.41 -6.30 3.88
H61 1.22 -0.27 6.65
H62 -4.04 2.82 -0.23
H63 -0.37 -0.89 -6.84
H64 4.02 -0.30 4.22
H65 -1.02 3.51 -3.98
H66 1.95 3.65 -1.69
H67 0.64 -3.28 4.30
H68 -2.67 1.80 -5.76
H69 0.80 0.87 -4.83
H70 -0.25 2.67 -6.58
H71 -4.02 -0.53 5.77
H72 0.16 -4.59 2.01
H73 -1.65 -0.55 3.82
H74 3.32 -1.33 2.48
H75 1.48 -3.23 -3.13
H76 -5.96 -2.61 -1.24
H77 1.82 5.18 1.49
H78 -1.23 0.87 -5.24
H79 3.32 -0.29 1.00
H80 1.05 4.57 -0.43
H81 -3.62 6.27 3.15
H82 0.84 7.12 2.33
H83 3.40 0.81 6.98
H84 -4.75 -4.67 -0.84
H85 -2.31 2.05 -1.57
H86 -0.14 3.68 3.37
H87 -2.97 4.60 1.15
H88 3.94 -3.69 -0.27
H89 1.95 -1.31 5.34
H90 6.37 1.88 1.58
H91 -1.54 -3.43 4.50
H92 1.50 -2.76 2.75
H93 -5.71 -3.10 1.71
H94 -6.25 3.91 -2.06
H95 3.82 -2.06 -1.03
H96 -1.89 2.71 4.32
H97 0.81 2.97 2.03
H98 -3.99 2.20 2.34
H99 -2.29 -1.14 -1.18
H100 -4.12 -0.15 4.08
H101 1.89 -6.52 1.98
H102 0.84 0.29 0.83
H103 0.37 -5.40 3.52
H104 -0.41 -2.84 -4.45
H105 -0.40 -1.73 5.56
H106 3.82 -1.16 -3.43


Entry 2:
4 unconnected molecules or ions with the total composition C24H54IN3O12P3, computed with ωB97M-V with the def2-TZVPD basis set.

The charge is +1. For the energy, the calculation gives -3335.65015 a.u.

Geometry (Å):
I1 9.12 5.26 1.83
P1 1.80 -0.30 -3.05
P2 0.27 0.50 5.23
P3 -5.16 -3.85 -4.03
O1 -1.16 0.98 4.57
O2 0.95 -0.05 -4.40
O3 -0.61 -0.48 6.20
O4 0.39 1.60 6.43
O5 -5.73 -4.93 -2.99
O6 -4.97 -2.71 -2.88
O7 1.14 1.15 4.19
O8 -6.56 -3.36 -4.64
O9 0.60 -0.25 -1.98
O10 2.28 -1.69 -3.16
O11 2.26 1.24 -2.94
O12 -4.09 -3.57 -5.00
N1 6.51 3.96 2.04
N2 2.36 4.77 0.57
N3 5.18 3.91 2.07
C1 -3.96 -0.60 -3.48
C2 6.29 6.32 1.76
C3 0.03 -1.57 6.92
C4 -1.64 0.36 3.38
C5 -0.11 -1.92 -5.51
C6 3.56 1.62 -3.44
C7 3.67 1.51 -4.94
C8 -4.84 -5.94 -2.46
C9 0.86 -0.53 -0.61
C10 7.04 5.14 1.90
C11 1.57 0.62 0.09
C12 4.36 4.94 1.94
C13 4.64 2.55 2.27
C14 1.35 3.72 5.84
C15 4.94 6.21 1.79
C16 -3.77 -1.94 -2.80
C17 -7.68 -5.39 -5.45
C18 -3.78 -5.35 -1.54
C19 2.87 4.82 1.94
C20 -2.19 -1.03 3.63
C21 1.04 -0.93 -5.52
C22 -7.10 -4.02 -5.79
C23 1.58 2.38 6.52
C24 0.97 -1.08 8.00
H1 1.44 -1.45 -0.52
H2 -4.69 -0.01 -2.93
H3 -6.33 -4.11 -6.56
H4 3.72 2.65 -3.12
H5 -2.67 -1.42 2.73
H6 -3.55 -1.79 -1.74
H7 3.64 0.47 -5.27
H8 -8.20 -5.80 -6.32
H9 -3.07 -4.74 -2.10
H10 4.29 7.07 1.70
H11 3.81 2.54 2.96
H12 -2.92 -2.48 -3.23
H13 -0.11 -0.71 -0.14
H14 -2.43 1.01 3.00
H15 2.43 1.86 6.07
H16 -7.89 -3.37 -6.17
H17 -2.92 -1.02 4.44
H18 1.36 4.92 0.62
H19 -1.05 -1.40 -5.65
H20 4.33 1.01 -2.95
H21 4.40 2.09 1.31
H22 -0.78 -2.16 7.36
H23 2.29 4.28 5.80
H24 0.01 -2.66 -6.31
H25 0.56 -2.21 6.21
H26 1.82 2.52 7.57
H27 -4.33 -0.71 -4.50
H28 2.83 2.03 -5.42
H29 -4.37 -6.48 -3.29
H30 1.85 -0.60 7.57
H31 2.59 0.75 -0.29
H32 1.03 1.55 -0.08
H33 6.78 7.28 1.63
H34 0.97 3.58 4.83
H35 -3.23 -6.15 -1.05
H36 -4.24 -4.71 -0.79
H37 -0.17 -2.45 -4.57
H38 -3.02 -0.04 -3.51
H39 -0.84 0.33 2.63
H40 -8.38 -5.32 -4.62
H41 2.48 5.74 2.37
H42 1.62 0.45 1.17
H43 -1.40 -1.73 3.91
H44 -5.46 -6.64 -1.91
H45 0.98 -0.31 -6.42
H46 1.31 -1.92 8.61
H47 5.43 1.95 2.71
H48 0.62 4.31 6.39
H49 2.00 -1.44 -5.55
H50 2.48 4.01 2.57
H51 4.60 1.95 -5.29
H52 -6.90 -6.09 -5.16
H53 2.53 3.87 0.15
H54 0.48 -0.35 8.64


Entry 3:
A molecular structure, CH2O2S2, computed with ωB97M-V with the def2-TZVPD basis set.

Its energy above the lowest of the compared OMol25 structures with the same formula, charge and spin is 134.7 kcal per mole. The charge is 0.

Geometry (Å):
S1 -1.03 0.53 -1.41
S2 1.27 -0.91 -0.13
O1 -0.83 0.32 1.60
O2 0.29 -0.40 1.84
C1 0.39 -0.31 -1.28
H1 -1.06 0.54 -2.77
H2 0.97 0.24 2.15


Entry 4:
A molecular structure, C5H10O2, computed with ωB97M-V with the def2-TZVPD basis set.

Its energy above the lowest of the compared OMol25 structures with the same formula, charge and spin is 96.9 kcal per mole. The charge is 0.

Geometry (Å):
O1 0.66 1.57 1.37
O2 -0.51 -0.82 -0.77
C1 0.84 1.12 0.01
C2 -0.19 0.46 1.65
C3 -0.46 0.35 -0.03
C4 2.05 0.24 -0.16
C5 -1.79 -1.40 -0.97
H1 -1.24 0.52 1.58
H2 2.05 -0.64 0.49
H3 0.88 1.99 -0.63
H4 0.36 -0.40 2.04
H5 -1.64 -2.29 -1.58
H6 2.95 0.83 0.04
H7 -2.25 -1.69 -0.02
H8 -1.33 1.00 -0.34
H9 -2.47 -0.71 -1.50
H10 2.09 -0.12 -1.20


Entry 5:
A gas-phase ion, CH3F2N4O (charge +1), computed with ωB97M-V with the def2-TZVPD basis set.

Its energy above the lowest of the compared OMol25 structures with the same formula, charge and spin is 0.0 kcal per mole. Its structure (SMILES) is [H]/N=N/C(O)=[NH+]/N(F)F. The charge is +1.

Geometry (Å):
F1 -3.01 -0.56 1.05
F2 -3.33 0.15 -0.93
O1 -0.39 1.76 -0.49
N1 1.93 -0.62 -0.07
N2 -2.36 0.15 0.05
N3 1.03 0.11 0.18
N4 -1.18 -0.42 -0.27
C1 -0.13 0.51 -0.28
H1 -1.03 -1.42 -0.30
H2 -1.46 1.79 -0.50
H3 2.68 -0.80 0.64


Entry 6:
A gas-phase ion, C4H5O4 (charge -1), computed with ωB97M-V with the def2-TZVPD basis set.

Its energy above the lowest of the compared OMol25 structures with the same formula, charge and spin is 1.5 kcal per mole. Its structure (SMILES) is O=C([O-])CCC(=O)O. The charge is -1.

Geometry (Å):
O1 -0.48 -1.14 -2.95
O2 0.82 -2.08 -1.36
O3 -0.23 2.07 1.25
O4 0.32 0.40 2.60
C1 0.09 0.15 -1.01
C2 -0.10 0.88 1.38
C3 0.14 -1.15 -1.87
C4 -0.36 -0.22 0.41
H1 1.05 0.68 -1.08
H2 0.20 -1.11 0.67
H3 -0.65 0.80 -1.48
H4 0.61 1.16 3.11
H5 -1.42 -0.43 0.33


Entry 7:
2 unconnected molecules or ions with the total composition C3H12N2OS, computed with ωB97M-V with the def2-TZVPD basis set.

Its energy above the lowest of the compared OMol25 structures with the same formula, charge and spin is 16.8 kcal per mole. Its structure (SMILES) is NCNCCS.O. The charge is 0.

Geometry (Å):
S1 2.21 -0.94 -0.69
O1 0.38 2.41 2.58
N1 -0.73 -0.14 0.23
N2 -2.02 1.54 -1.07
C1 -0.60 -1.31 -0.63
C2 0.74 -2.00 -0.38
C3 -1.98 0.65 0.05
H1 -0.73 -1.01 -1.66
H2 0.90 -2.78 -1.13
H3 -1.64 1.11 -1.92
H4 0.32 3.13 1.95
H5 0.17 1.55 2.23
H6 -1.31 -2.11 -0.36
H7 -1.30 2.25 -0.98
H8 1.65 0.17 -0.20
H9 0.76 -2.41 0.63
H10 -0.70 -0.43 1.20
H11 -2.05 1.21 0.98
H12 -2.78 -0.09 -0.07


Entry 8:
A molecular structure, C26H55NbO10P3, computed with ωB97M-V with the def2-TZVPD basis set.

The charge is -1. For the energy, the calculation gives -2857.00114 a.u.

Geometry (Å):
Nb1 5.33 -0.76 -3.29
P1 7.53 -2.08 -3.17
P2 -1.69 4.84 1.61
P3 -2.76 -2.48 3.56
O1 -4.08 -2.47 4.51
O2 -1.81 -1.98 4.79
O3 -1.10 5.45 0.41
O4 2.30 -0.32 -3.20
O5 -2.20 6.11 2.50
O6 8.36 -1.61 -1.77
O7 -3.11 4.19 1.24
O8 -1.92 -2.11 2.39
O9 -2.55 -4.07 3.71
O10 -1.36 3.95 2.90
C1 3.40 0.30 -3.90
C2 -5.68 -3.71 3.12
C3 -2.65 1.80 1.02
C4 -0.57 -2.24 -4.20
C5 2.02 -1.91 -4.99
C6 1.80 -3.56 -6.86
C7 0.56 5.19 3.83
C8 1.55 -1.19 -3.91
C9 4.37 -1.14 -0.38
C10 -2.81 0.15 5.52
C11 -0.10 -2.95 -5.30
C12 -5.39 -2.45 3.91
C13 0.01 3.86 3.36
C14 -0.29 -0.63 -2.27
C15 1.22 -2.80 -5.70
C16 -1.59 -0.58 4.97
C17 0.22 -1.37 -3.48
C18 -1.47 0.32 -2.60
C19 -2.88 8.12 1.32
C20 -3.15 3.06 0.35
C21 -0.57 -5.05 2.69
C22 -2.07 -4.86 2.61
C23 -1.82 7.44 2.16
C24 5.32 -0.50 -1.09
C25 -0.69 -1.68 -1.17
C26 8.61 -1.60 -4.60
H1 -2.52 9.07 0.94
H2 -0.19 -5.51 1.78
H3 5.67 -1.05 -5.06
H4 -3.16 7.49 0.47
H5 -2.57 -5.83 2.68
H6 -2.81 0.93 0.38
H7 -2.36 -4.42 1.66
H8 -0.06 -4.10 2.84
H9 0.48 -0.04 -1.81
H10 8.22 -0.67 -1.69
H11 3.48 1.31 -3.49
H12 4.14 -2.18 -0.54
H13 3.77 -0.58 0.34
H14 6.00 0.18 -0.57
H15 -0.73 -3.62 -5.86
H16 -2.55 1.18 5.76
H17 3.04 -1.78 -5.32
H18 0.67 5.90 3.00
H19 8.45 -0.56 -4.89
H20 -5.49 -1.57 3.27
H21 -3.62 0.16 4.79
H22 1.54 5.06 4.29
H23 -4.19 2.94 0.06
H24 -2.24 0.26 -1.84
H25 8.29 -2.20 -5.45
H26 -3.17 1.63 1.97
H27 -1.10 1.35 -2.53
H28 9.67 -1.79 -4.40
H29 -0.32 -5.69 3.54
H30 -1.70 7.98 3.11
H31 -1.59 1.86 1.25
H32 -6.72 -3.73 2.79
H33 -0.11 5.65 4.56
H34 -0.85 7.46 1.67
H35 1.24 -4.46 -7.10
H36 4.36 -2.34 -3.11
H37 -5.05 -3.78 2.23
H38 -3.78 8.29 1.91
H39 -1.60 -2.40 -3.90
H40 -1.68 -1.48 -0.75
H41 1.81 -2.92 -7.75
H42 -5.49 -4.60 3.72
H43 6.24 0.86 -3.40
H44 -0.76 -0.49 5.67
H45 0.63 3.45 2.56
H46 2.83 -3.85 -6.66
H47 -3.18 -0.34 6.41
H48 -1.27 -0.13 4.02
H49 -1.87 0.19 -3.60
H50 0.02 3.14 4.17
H51 3.21 0.43 -4.97
H52 -0.64 -2.68 -1.60
H53 -6.10 -2.35 4.73
H54 -2.57 3.28 -0.55
H55 0.01 -1.62 -0.34


Entry 9:
C6H10O in the gas phase, computed with ωB97M-V with the def2-TZVPD basis set.

Its energy above the lowest of the compared OMol25 structures with the same formula, charge and spin is 108.4 kcal per mole. The charge is 0.

Geometry (Å):
O1 -1.26 -0.46 0.27
C1 0.06 1.42 -1.53
C2 -0.35 -1.45 -0.14
C3 0.43 1.09 1.24
C4 -0.87 0.29 1.40
C5 0.56 -1.04 -1.26
C6 0.68 0.16 -1.87
H1 1.30 0.43 1.12
H2 -0.78 -0.38 2.27
H3 -1.71 0.96 1.59
H4 1.24 -1.84 -1.58
H5 0.40 1.77 0.38
H6 1.48 0.23 -2.61
H7 -1.00 1.25 -1.29
H8 0.59 1.70 2.13
H9 0.24 -1.82 0.71
H10 -0.94 -2.30 -0.49